Entry 1:
{"formula": "C30H44BF7N3O21", "method": "ωB97M-V/def2-TZVPD", "total_charge": 1, "homo_lumo_gap_ev": 7.5, "e_homo_ev": -11.29, "species": ["C", "B", "O", "C", "N", "N", "C", "C", "O", "C", "C", "N", "C", "C", "C", "O", "C", "C", "C", "F", "H", "H", "H", "H", "H", "H", "H", "H", "H", "H", "H", "H", "H", "H", "H", "H", "H", "H", "H", "H", "H", "H", "H", "H", "H", "H", "C", "C", "O", "C", "O", "O", "F", "H", "H", "H", "C", "C", "O", "C", "O", "O", "F", "H", "H", "H", "C", "C", "O", "C", "O", "O", "F", "H", "H", "H", "C", "C", "O", "C", "O", "O", "F", "H", "H", "H", "C", "C", "O", "C", "O", "O", "F", "H", "H", "H", "C", "C", "O", "C", "O", "O", "F", "H", "H", "H"], "xyz": [[1.657, 4.014, -1.849], [0.537, 2.999, -2.282], [-0.509, 2.678, -1.506], [0.566, 2.325, -3.753], [-0.057, 3.281, -4.636], [1.985, 2.064, -4.190], [2.350, 0.853, -4.037], [1.216, 0.041, -3.443], [1.269, -0.002, -2.046], [2.493, -0.461, -1.474], [3.368, 0.641, -0.901], [2.597, 1.470, 0.015], [2.464, 0.896, 1.370], [1.114, 1.263, 1.983], [0.483, 0.116, 2.786], [1.291, 2.418, 2.814], [0.045, 0.897, -3.921], [-1.358, 0.552, -3.434], [-2.228, 0.161, -4.607], [-1.639, -0.884, -5.313], [2.137, 3.658, -0.944], [2.430, 4.192, -2.596], [1.215, 4.983, -1.610], [-0.593, 3.268, -0.741], [-0.759, 2.854, -5.222], [-0.468, 4.068, -4.156], [2.608, 2.778, -4.553], [3.338, 0.486, -4.285], [1.093, -0.974, -3.831], [2.209, -1.101, -0.638], [3.057, -1.103, -2.156], [4.203, 0.147, -0.391], [3.798, 1.256, -1.696], [3.064, 2.360, 0.107], [2.561, -0.185, 1.299], [3.262, 1.278, 2.007], [0.465, 1.527, 1.150], [0.305, 0.446, 3.805], [-0.491, -0.128, 2.367], [1.107, -0.773, 2.775], [0.767, 3.132, 2.452], [0.083, 0.717, -5.004], [-1.358, -0.268, -2.720], [-1.818, 1.417, -2.965], [-3.220, -0.141, -4.288], [-2.373, 1.003, -5.290], [2.173, -4.985, -1.806], [1.383, -4.780, -0.532], [2.396, -4.455, 0.408], [3.431, -3.892, -0.269], [4.312, -3.279, 0.232], [3.289, -4.096, -1.601], [0.746, -5.900, -0.128], [2.531, -6.011, -1.885], [1.630, -4.724, -2.705], [0.659, -3.963, -0.571], [1.376, -2.582, 5.338], [1.372, -2.808, 6.835], [0.440, -1.834, 7.279], [-0.431, -1.592, 6.261], [-1.457, -1.012, 6.377], [0.044, -2.104, 5.104], [2.575, -2.563, 7.396], [2.094, -1.808, 5.063], [1.567, -3.481, 4.759], [1.030, -3.796, 7.146], [-7.665, -0.245, -2.568], [-6.719, -1.249, -3.192], [-5.521, -0.491, -3.317], [-5.534, 0.464, -2.345], [-4.581, 1.087, -2.012], [-6.764, 0.579, -1.813], [-7.123, -1.645, -4.418], [-8.155, 0.357, -3.333], [-8.410, -0.691, -1.917], [-6.519, -2.131, -2.581], [-3.260, 4.666, 2.441], [-3.092, 5.875, 1.543], [-1.696, 5.829, 1.244], [-1.297, 4.547, 1.344], [-0.249, 4.130, 0.942], [-2.224, 3.796, 1.953], [-3.375, 7.032, 2.169], [-3.059, 4.919, 3.482], [-4.231, 4.189, 2.358], [-3.653, 5.829, 0.609], [-0.374, 0.680, 9.272], [-1.228, 1.048, 10.465], [-0.266, 1.506, 11.397], [0.804, 1.984, 10.696], [1.667, 2.650, 11.151], [0.722, 1.593, 9.401], [-1.881, -0.020, 10.983], [-0.008, -0.343, 9.348], [-0.876, 0.813, 8.318], [-1.951, 1.843, 10.279], [2.307, -3.959, -7.092], [2.202, -5.306, -7.777], [2.195, -6.199, -6.676], [1.689, -5.544, -5.603], [1.323, -6.063, -4.604], [1.650, -4.207, -5.842], [3.270, -5.565, -8.560], [3.351, -3.700, -6.911], [1.813, -3.157, -7.632], [1.292, -5.452, -8.360]], "mulliken_charge": [-0.9312, 0.6512, -0.3560, 0.0153, -0.6953, 0.2799, -0.7783, -0.2708, -0.5395, -0.0773, -1.2996, -0.0089, -1.4086, 1.8986, -1.6063, -0.6905, -0.4705, -0.4715, -0.4780, -0.3252, 0.0659, 0.3852, 0.3065, 0.0046, 0.2544, 0.2288, 0.3615, 0.5433, 0.8081, 0.1777, 0.4399, 0.3835, 0.5362, 0.3632, 0.3265, 0.3962, -0.2366, 0.3321, 0.3674, 0.2319, 0.3033, 0.8826, 0.3624, 0.2015, 0.2384, 0.2653, -0.2259, 0.4558, -0.3244, 0.7311, -0.5150, -0.3178, -0.2929, 0.2410, 0.0807, 0.1945, -0.4457, 0.2274, -0.2293, 0.6786, -0.5156, -0.2848, -0.2847, 0.2589, 0.3318, 0.2904, -0.4511, 0.2713, -0.2717, 0.6265, -0.4434, -0.3459, -0.2651, 0.2775, 0.2845, 0.2845, -0.4237, 0.2682, -0.3264, 0.8493, -0.6814, -0.2864, -0.2770, 0.3068, 0.2853, 0.3008, -0.1634, 0.3446, -0.3195, 0.6388, -0.4978, -0.3186, -0.2783, 0.1331, 0.1857, 0.2625, -0.4123, 0.2838, -0.3131, 0.5619, -0.4985, -0.1815, -0.2793, 0.2846, 0.2682, 0.2949]}

Entry 2:
{"formula": "C23H33CoN6O4S4", "method": "ωB97M-V/def2-TZVPD", "total_charge": 1, "spin_multiplicity": 4, "homo_lumo_gap_ev": [8.3, 8.3], "e_homo_ev": [-11.03, -11.07], "s_squared": 3.76, "species": ["Co", "O", "C", "O", "C", "C", "C", "C", "C", "N", "C", "O", "O", "H", "H", "H", "H", "C", "C", "S", "C", "C", "S", "C", "C", "S", "H", "H", "H", "H", "H", "H", "H", "H", "H", "H", "H", "H", "N", "C", "N", "C", "C", "C", "C", "C", "H", "H", "H", "H", "H", "H", "H", "H", "H", "H", "C", "C", "C", "N", "N", "C", "N", "S", "H", "H", "H", "H", "H", "H", "H"], "xyz": [[-0.004, 0.750, -1.009], [1.204, 2.984, 3.105], [0.837, 2.478, 1.926], [-0.279, 2.596, 1.488], [1.974, 1.828, 1.206], [3.215, 1.691, 1.807], [4.278, 1.213, 1.053], [4.084, 0.954, -0.289], [2.813, 1.114, -0.820], [1.768, 1.481, -0.078], [2.516, 0.960, -2.318], [3.432, 0.672, -3.068], [1.291, 1.173, -2.613], [0.461, 3.468, 3.489], [3.341, 1.982, 2.840], [5.254, 1.091, 1.503], [4.885, 0.641, -0.944], [-3.448, 1.037, -4.333], [-3.584, -0.038, -3.262], [-2.575, 0.093, -1.750], [-3.228, 1.584, -0.940], [-2.771, 2.918, -1.521], [-0.953, 3.071, -1.593], [-0.537, 3.466, -3.338], [-1.521, 3.161, -4.449], [-1.726, 1.388, -4.827], [-3.914, 1.971, -4.031], [-3.961, 0.693, -5.231], [-3.298, -1.010, -3.665], [-4.623, -0.103, -2.936], [-2.869, 1.491, 0.086], [-4.317, 1.527, -0.938], [-3.129, 3.724, -0.881], [-3.165, 3.081, -2.517], [0.388, 2.918, -3.500], [-0.323, 4.536, -3.345], [-1.121, 3.601, -5.362], [-2.505, 3.601, -4.293], [-0.749, -0.205, 0.583], [-1.018, -0.644, 1.617], [-1.290, -1.144, 2.784], [-1.440, -2.598, 2.970], [-1.110, -2.957, 4.420], [0.052, -2.101, 4.925], [-0.340, -0.611, 4.980], [-1.449, -0.300, 3.970], [-0.750, -3.096, 2.288], [-2.458, -2.903, 2.713], [-0.854, -4.015, 4.465], [-1.983, -2.810, 5.059], [0.905, -2.238, 4.255], [0.360, -2.440, 5.913], [0.536, 0.009, 4.782], [-0.702, -0.350, 5.976], [-1.442, 0.744, 3.665], [-2.429, -0.511, 4.403], [2.325, -3.937, 1.378], [3.047, -3.611, 0.069], [2.184, -2.820, -0.861], [1.376, -1.889, -0.514], [0.725, -1.287, -1.556], [1.053, -1.788, -2.726], [0.517, -1.421, -3.900], [2.211, -3.078, -2.595], [2.970, -4.519, 2.034], [1.422, -4.514, 1.177], [2.041, -3.015, 1.884], [3.363, -4.527, -0.432], [3.949, -3.030, 0.279], [0.071, -0.511, -3.920], [1.017, -1.672, -4.735]], "mulliken_spin": [2.7524, 0.0004, -0.0007, 0.0032, 0.0019, 0.0015, 0.0011, 0.0006, 0.0230, 0.0205, -0.0094, 0.0027, 0.0464, -0.0001, 0.0001, -0.0001, 0.0002, -0.0020, 0.0072, 0.0278, -0.0018, 0.0032, 0.0460, 0.0015, 0.0013, 0.0002, 0.0002, 0.0001, 0.0003, 0.0019, -0.0029, 0.0011, 0.0013, -0.0006, 0.0010, 0.0006, 0.0003, -0.0004, 0.0068, 0.0145, 0.0031, 0.0002, 0.0002, 0.0001, 0.0002, -0.0007, -0.0004, 0.0001, 0.0000, 0.0000, -0.0001, 0.0000, 0.0000, -0.0001, 0.0003, 0.0001, 0.0001, -0.0001, 0.0003, 0.0033, 0.0319, 0.0049, 0.0018, 0.0039, 0.0000, 0.0000, 0.0000, 0.0001, 0.0001, -0.0001, -0.0004]}

Entry 3:
{"formula": "C17H26N2O2S", "method": "ωB97M-V/def2-TZVPD", "smiles": "CC[C@H](C)c1ccc(S(=O)(=O)N2CCN3CCC[C@@H]3C2)cc1", "homo_lumo_gap_ev": 9.0, "e_homo_ev": -8.31, "species": ["C", "C", "H", "H", "C", "C", "C", "C", "C", "C", "C", "H", "H", "S", "O", "O", "N", "C", "H", "C", "N", "C", "H", "C", "H", "H", "C", "H", "C", "C", "H", "H", "H", "H", "H", "H", "H", "H", "H", "H", "C", "H", "H", "H", "H", "H", "H", "H"], "xyz": [[-3.001, 0.703, -4.421], [-3.308, 2.141, -4.021], [-2.395, 2.736, -4.075], [-4.025, 2.568, -4.726], [-3.899, 2.232, -2.607], [-2.935, 1.693, -1.579], [-3.275, 0.586, -0.811], [-2.400, 0.084, 0.138], [-1.176, 0.696, 0.316], [-0.815, 1.799, -0.433], [-1.694, 2.293, -1.379], [-1.411, 3.154, -1.964], [0.148, 2.252, -0.259], [-0.026, 0.095, 1.544], [-0.536, -1.119, 2.125], [0.318, 1.161, 2.437], [1.334, -0.206, 0.590], [1.128, -1.327, -0.309], [1.619, -1.107, -1.263], [1.690, -2.616, 0.278], [3.133, -2.500, 0.375], [3.773, -3.482, 1.248], [3.045, -4.194, 1.643], [4.472, -2.690, 2.354], [3.786, -2.503, 3.181], [5.351, -3.201, 2.741], [4.813, -1.384, 1.641], [5.709, -1.516, 1.035], [3.601, -1.159, 0.730], [2.520, -0.333, 1.431], [2.878, 0.677, 1.642], [2.252, -0.804, 2.385], [3.888, -0.634, -0.190], [4.967, -0.552, 2.325], [4.509, -4.037, 0.655], [1.202, -2.790, 1.251], [1.459, -3.460, -0.379], [0.054, -1.423, -0.479], [-2.648, -0.773, 0.745], [-4.235, 0.111, -0.954], [-4.292, 3.673, -2.271], [-4.691, 3.730, -1.261], [-5.052, 4.026, -2.964], [-3.433, 4.336, -2.339], [-4.805, 1.617, -2.580], [-3.903, 0.096, -4.388], [-2.269, 0.266, -3.746], [-2.602, 0.668, -5.432]], "nbo_charge": [-0.6077, -0.3813, 0.1958, 0.2041, -0.2452, -0.0080, -0.1709, -0.1848, -0.3545, -0.1747, -0.1784, 0.2089, 0.2361, 2.3134, -0.9535, -0.9356, -0.6669, -0.2409, 0.2061, -0.2334, -0.4523, -0.2147, 0.1969, -0.4172, 0.2018, 0.2166, -0.4061, 0.2111, -0.0532, -0.2487, 0.2220, 0.1935, 0.1947, 0.2173, 0.1846, 0.1872, 0.2028, 0.2232, 0.2422, 0.2095, -0.5918, 0.2145, 0.2111, 0.2028, 0.2022, 0.2013, 0.2083, 0.2121]}

Entry 4:
{"formula": "C3H13O4", "method": "ωB97M-V/def2-TZVPD", "total_charge": -1, "homo_lumo_gap_ev": 8.5, "e_homo_ev": -4.60, "species": ["C", "O", "C", "C", "H", "H", "H", "H", "H", "H", "H", "H", "H", "O", "H", "H", "O", "H", "H", "O"], "xyz": [[-1.291, -0.487, 0.345], [-1.135, -0.089, -0.981], [-0.568, 0.518, 1.299], [0.819, -0.002, 1.763], [-1.113, -1.554, 0.481], [-2.370, -0.384, 0.640], [-1.215, 0.781, 2.140], [-0.417, 1.402, 0.688], [0.962, 0.045, 2.834], [1.598, 0.509, 1.185], [0.965, -1.009, 1.376], [0.181, -0.414, -1.375], [0.874, -1.849, -1.612], [1.083, -0.903, -1.725], [3.218, 0.351, -0.542], [2.776, -0.923, -1.200], [3.586, -0.490, -0.823], [-2.003, 1.034, -1.518], [-3.265, 1.728, -1.103], [-2.683, 1.736, -1.872]], "nbo_charge": [-0.0374, -0.9069, -0.4366, -0.6230, 0.1319, 0.1102, 0.1736, 0.2170, 0.1890, 0.2023, 0.2101, 0.5074, 0.4458, -1.0639, 0.4557, 0.5073, -0.9966, 0.5070, 0.4327, -1.0255]}

Entry 5:
{"formula": "C4H4N4", "method": "ωB97M-V/def2-TZVPD", "smiles": "[H]/N=c1/nccncn1", "homo_lumo_gap_ev": 7.7, "e_homo_ev": -9.15, "species": ["C", "C", "C", "C", "H", "H", "H", "H", "N", "N", "N", "N"], "xyz": [[1.424, 0.065, -0.048], [-0.570, 1.398, 0.036], [-1.774, 0.489, -0.081], [-0.448, -1.411, 0.091], [3.034, -0.831, 0.125], [-0.747, 2.460, 0.291], [-2.734, 0.952, -0.128], [-0.664, -2.441, 0.221], [2.743, 0.136, -0.031], [0.638, 1.147, -0.166], [-1.677, -0.799, -0.124], [0.775, -1.167, -0.186]], "nbo_charge": [0.4743, 0.0952, 0.1053, 0.2888, 0.3445, 0.1850, 0.1978, 0.1660, -0.5578, -0.4100, -0.4137, -0.4754]}

Entry 6:
{"formula": "C5H14N3O", "method": "ωB97M-V/def2-TZVPD", "total_charge": 1, "homo_lumo_gap_ev": 9.0, "e_homo_ev": -12.73, "species": ["C", "C", "C", "C", "C", "N", "N", "N", "O", "H", "H", "H", "H", "H", "H", "H", "H", "H", "H", "H", "H", "H", "H"], "xyz": [[-0.404, -1.774, -0.388], [1.982, 0.008, -0.770], [0.481, 1.777, -0.021], [0.956, -0.065, 1.464], [-0.446, -0.377, -0.538], [-3.070, -0.166, -0.197], [-1.958, 0.270, 0.371], [0.692, 0.303, 0.080], [0.421, -2.450, 0.190], [-1.169, -2.329, -0.924], [2.427, 0.958, -1.063], [2.683, -0.695, -0.394], [1.548, -0.405, -1.706], [1.414, 2.389, -0.315], [-0.322, 2.000, -0.781], [0.015, 2.117, 0.900], [0.201, -0.025, 2.181], [1.549, -1.005, 1.488], [1.818, 0.603, 1.800], [-0.467, -0.108, -1.660], [-3.169, 0.077, -1.085], [-3.371, -1.058, 0.027], [-1.813, -0.048, 1.341]], "nbo_charge": [0.3299, -0.3828, -0.4205, -0.4384, -0.0771, -0.5609, -0.3638, -0.2591, -0.5034, 0.1468, 0.2328, 0.2555, 0.2216, 0.2461, 0.2462, 0.2442, 0.2316, 0.2734, 0.2361, 0.2518, 0.3642, 0.3546, 0.3712]}

Entry 7:
{"formula": "C23H16AsO6Tc", "method": "ωB97M-V/def2-TZVPD", "total_charge": 3, "spin_multiplicity": 4, "homo_lumo_gap_ev": [5.0, 3.4], "e_homo_ev": [-17.38, -17.33], "s_squared": 3.80, "species": ["O", "C", "Tc", "O", "C", "C", "O", "C", "O", "C", "O", "H", "O", "As", "C", "C", "C", "C", "C", "C", "C", "C", "C", "C", "C", "C", "C", "C", "C", "C", "C", "C", "H", "H", "H", "H", "H", "H", "H", "H", "H", "H", "H", "H", "H", "H", "H"], "xyz": [[-0.835, 2.849, -6.466], [-0.517, 2.425, -5.435], [0.119, 1.351, -3.647], [-0.500, 3.149, -1.196], [-0.219, 2.438, -2.070], [-0.425, -1.754, -3.034], [-0.640, -2.713, -2.430], [1.956, 0.741, -3.209], [3.106, 0.495, -2.952], [-1.753, 0.808, -3.598], [-2.883, 0.588, -3.597], [0.337, 3.046, -3.691], [0.113, -0.336, -1.367], [0.032, -0.337, 0.320], [-1.760, -0.897, 0.731], [-1.952, -2.048, 1.514], [-3.260, -2.435, 1.847], [-4.357, -1.680, 1.409], [-4.149, -0.540, 0.616], [-2.847, -0.139, 0.284], [1.390, -1.610, 0.789], [1.413, -2.855, 0.154], [2.425, -3.765, 0.452], [3.397, -3.453, 1.405], [3.368, -2.207, 2.052], [2.362, -1.273, 1.742], [0.464, 1.414, 0.941], [-0.359, 2.066, 1.844], [-0.039, 3.333, 2.379], [1.213, 3.897, 2.012], [2.076, 3.240, 1.139], [1.690, 2.014, 0.592], [-1.086, -2.610, 1.879], [-3.412, -3.331, 2.462], [-5.374, -1.984, 1.682], [-5.001, 0.063, 0.294], [-2.685, 0.756, -0.328], [0.653, -3.095, -0.583], [2.429, -4.731, -0.046], [4.182, -4.175, 1.649], [4.137, -1.948, 2.792], [2.335, -0.296, 2.250], [-1.305, 1.608, 2.136], [-0.714, 3.846, 3.075], [1.482, 4.870, 2.434], [3.043, 3.707, 0.857], [2.351, 1.510, -0.081]], "nbo_charge": [-0.2476, 0.5499, 0.2476, -0.3950, 0.5941, 0.5339, -0.4378, 0.5819, -0.2862, 0.5914, -0.2749, 0.2085, -1.0820, 1.9245, -0.3402, -0.2121, -0.1760, -0.1382, -0.1873, -0.2545, -0.3267, -0.2221, -0.1648, -0.1409, -0.1819, -0.2358, -0.4430, -0.0654, 0.0683, -0.1293, -0.1880, 0.0486, 0.2442, 0.2601, 0.2611, 0.2497, 0.2004, 0.2357, 0.2539, 0.2604, 0.2553, 0.2121, 0.2610, 0.2770, 0.2827, 0.2860, 0.2416]}

Entry 8:
{"formula": "C4H6N2O", "method": "ωB97M-V/def2-TZVPD", "smiles": "CN=C=CC(N)=O", "homo_lumo_gap_ev": 9.8, "e_homo_ev": -9.06, "species": ["C", "C", "N", "O", "C", "N", "C", "H", "H", "H", "H", "H", "H"], "xyz": [[-2.804, 0.384, -0.375], [-0.645, -0.447, 0.206], [-1.798, -0.636, -0.109], [1.645, -0.565, -1.524], [1.748, -0.346, -0.327], [2.958, -0.109, 0.289], [0.610, -0.347, 0.619], [-3.785, -0.087, -0.396], [-2.801, 1.152, 0.405], [-2.624, 0.856, -1.344], [2.975, 0.355, 1.187], [3.743, 0.064, -0.322], [0.777, -0.273, 1.690]], "nbo_charge": [-0.4254, 0.5188, -0.3960, -0.6160, 0.6586, -0.8271, -0.5709, 0.2108, 0.2017, 0.2177, 0.3861, 0.4004, 0.2414]}

Number 1: molecular weight 926.5 g mol⁻¹, energy -3637.65664 Eh. Number 2: molecular weight 644.8 g mol⁻¹, energy -4501.14798 Eh. Number 3: molecular weight 322.5 g mol⁻¹, energy -1321.54640 Eh. Number 4: molecular weight 113.1 g mol⁻¹, energy -423.08563 Eh. Number 5: molecular weight 108.1 g mol⁻¹, energy -373.72928 Eh. Number 6: molecular weight 132.2 g mol⁻¹, energy -438.00667 Eh. Number 7: molecular weight 561.3 g mol⁻¹, energy -3652.76691 Eh. Number 8: molecular weight 98.1 g mol⁻¹, energy -340.74413 Eh.